w.
ORCA calculation (ωB97M-V/def2-TZVPD) on 10 unconnected molecules or ions with the total composition C16H52O18.

Structure (ORCA input):
```
! wB97M-V def2-TZVPD RIJCOSX def2/J DEFGRID3
* xyz 0 1
O -4.9509 2.8986 0.3393
C -3.7203 3.5522 0.5543
C -2.6654 2.9910 -0.3994
O -2.2064 1.6828 -0.1302
H -5.6275 3.5207 0.0709
H -3.7644 4.6024 0.2329
H -3.3820 3.5906 1.5911
H -1.7936 3.6431 -0.5485
H -3.1434 2.9912 -1.3839
H -2.0581 1.5100 0.8057
O 0.3574 1.6973 1.7424
C 1.0905 2.9091 1.7857
C 0.9262 3.6380 3.1130
O -0.2204 4.4539 3.2218
H 0.9996 0.9662 1.6922
H 2.1583 2.7004 1.6795
H 0.7371 3.5486 0.9728
H 1.8507 4.2183 3.2529
H 0.8967 2.9510 3.9566
H -0.2184 5.0815 2.4922
O 1.6364 -1.8598 4.0144
C 0.5348 -2.5582 4.5734
C -0.4228 -3.0604 3.4853
O 0.2249 -3.4942 2.2652
H 2.3067 -1.7767 4.7002
H 0.8963 -3.2865 5.3004
H -0.1648 -1.8984 5.1071
H -1.0289 -2.2163 3.1555
H -1.0672 -3.8910 3.7747
H 0.5225 -4.3999 2.3941
O -4.9301 -2.6980 0.6282
C -4.1503 -1.5916 0.1389
C -5.0058 -0.5548 -0.5959
O -5.9064 -1.2616 -1.4456
H -5.2088 -3.1733 -0.1638
H -3.5922 -1.2348 1.0031
H -3.4458 -2.0526 -0.5669
H -4.4758 0.1581 -1.2171
H -5.5167 -0.0140 0.2051
H -6.6574 -1.5467 -0.9169
O 1.0498 -1.3388 0.2334
C -0.1411 -1.0063 -0.5133
C 0.2982 -0.7628 -1.9349
O 1.0547 0.4281 -2.0953
H 0.7962 -1.8519 1.0138
H -0.9097 -1.7814 -0.4306
H -0.5839 -0.1128 -0.0607
H -0.6674 -0.6535 -2.4617
H 0.7715 -1.6271 -2.4015
H 1.0917 0.8426 -1.2215
O 4.2336 -4.8702 -1.3709
C 4.4713 -3.6623 -2.0998
C 3.6695 -2.4377 -1.6115
O 4.5412 -1.3908 -1.2230
H 4.7311 -4.7922 -0.5526
H 5.5600 -3.5290 -2.1028
H 4.2960 -3.7914 -3.1704
H 2.9765 -2.8113 -0.8479
H 3.0530 -2.1046 -2.4466
H 5.2281 -1.7827 -0.6730
O -1.9766 2.0277 -4.7704
C -2.5970 1.4447 -3.6453
C -3.2977 0.1249 -3.9871
O -4.1998 0.3903 -5.0427
H -1.6899 1.3762 -5.4184
H -1.9552 1.3178 -2.7683
H -3.4023 2.1395 -3.3914
H -3.8177 -0.2317 -3.0964
H -2.5021 -0.5696 -4.2852
H -4.9450 -0.2142 -5.0099
O 4.8493 1.3844 3.2977
C 4.8552 0.1256 2.6152
C 3.6531 -0.2397 1.7391
O 2.3901 0.0447 2.3101
H 4.3300 2.0039 2.7730
H 5.7581 0.2088 2.0010
H 5.0186 -0.6800 3.3330
H 3.7272 -1.3273 1.6221
H 3.8059 0.1645 0.7393
H 2.1563 -0.7894 2.7788
O 4.1106 1.4803 -1.1945
H 4.5067 0.6326 -0.9406
H 3.5167 1.2561 -1.9212
O 0.9919 2.4131 -4.2821
H 1.1070 1.7760 -3.5616
H 0.2719 2.0408 -4.8041
*
```

Values from the calculation:
SMILES: OCCO.OCCO.OCCO.OCCO.OCCO.OCCO.OCCO.OCCO.O.O
Frontier orbital gap (eV): 9.49
HOMO level (Ha): -0.35113

***

x.
ORCA calculation (ωB97M-V/def2-TZVPD) on 10 unconnected molecules or ions with the total composition C16H52O18.

Structure (ORCA input):
```
! wB97M-V def2-TZVPD RIJCOSX def2/J DEFGRID3
* xyz 0 1
O -21.6700 -8.5360 -12.6460
C -22.4410 -8.6570 -11.4540
C -22.2440 -7.4110 -10.6330
O -23.2740 -7.2640 -9.6330
H -21.9440 -7.7110 -13.1090
H -23.4890 -8.7610 -11.7120
H -22.0730 -9.5400 -10.8380
H -22.3170 -6.4780 -11.2000
H -21.3820 -7.4640 -9.9840
H -23.2440 -6.3510 -9.3420
O -18.9530 -13.7610 -11.5800
C -19.8550 -14.0310 -10.4790
C -19.8510 -12.6830 -9.6960
O -20.5770 -12.7490 -8.4800
H -19.3150 -13.0600 -12.1620
H -20.9320 -14.2010 -10.8490
H -19.5870 -14.9000 -9.8900
H -20.1870 -11.8030 -10.3050
H -18.8230 -12.3210 -9.4130
H -20.7410 -11.8380 -8.1150
O -21.5930 -3.1250 -15.5030
C -21.7230 -4.4710 -15.7760
C -21.9140 -5.1700 -14.4720
O -21.7440 -6.4950 -14.6940
H -20.7110 -2.9670 -15.1470
H -22.6100 -4.7720 -16.3300
H -20.8500 -4.6870 -16.4000
H -22.8210 -4.8810 -13.9240
H -21.1010 -4.9310 -13.7710
H -20.8580 -6.6440 -15.1560
O -20.8600 -10.4910 -7.0730
C -21.8090 -9.4630 -7.1620
C -23.0740 -10.0760 -7.6140
O -24.1580 -9.1250 -7.5940
H -19.9750 -10.0900 -6.9380
H -21.9790 -9.0060 -6.1790
H -21.5270 -8.6740 -7.8830
H -23.4170 -10.9160 -7.0330
H -23.0040 -10.2300 -8.7000
H -24.0890 -8.5730 -8.3700
O -20.4480 -5.5490 -7.5310
C -21.4930 -5.5080 -6.7670
C -21.1250 -5.8590 -5.2650
O -22.1100 -5.1900 -4.4570
H -20.1590 -4.6470 -7.5340
H -21.9210 -4.4880 -6.8410
H -22.2970 -6.1420 -7.1190
H -20.2090 -5.3910 -4.9250
H -21.1000 -6.9290 -5.1090
H -21.8600 -5.1880 -3.5100
O -19.7720 -3.6240 -11.7150
C -19.8170 -4.9990 -11.2500
C -18.6310 -5.2950 -10.3090
O -18.6970 -6.6780 -10.0970
H -19.0480 -3.5930 -12.2790
H -20.6960 -4.9990 -10.6600
H -19.9140 -5.7340 -12.0240
H -18.5940 -4.7920 -9.3150
H -17.7220 -4.9860 -10.7120
H -17.8150 -6.9110 -9.8250
O -24.4920 -2.7030 -7.2000
C -25.4140 -3.3390 -6.3340
C -25.1230 -4.8830 -6.2200
O -26.2190 -5.4570 -5.4870
H -23.7630 -2.5090 -6.6350
H -25.3870 -2.8600 -5.3650
H -26.3210 -3.1980 -6.8010
H -24.1330 -5.0790 -5.7380
H -25.0630 -5.2560 -7.2670
H -26.0640 -6.4020 -5.3850
O -17.1870 -6.8410 -13.3440
C -18.3810 -7.2330 -13.9680
C -18.4910 -6.2680 -15.0960
O -19.4310 -6.7630 -16.0160
H -16.7990 -7.6200 -12.8930
H -18.3430 -8.2420 -14.3140
H -19.1900 -7.2430 -13.2210
H -17.5310 -5.9400 -15.5370
H -18.9710 -5.3810 -14.6720
H -19.1400 -7.5690 -16.4750
O -23.2930 -4.4200 -9.1130
H -23.8580 -3.7540 -8.6710
H -22.8560 -4.0970 -9.9190
O -19.3120 -9.1780 -11.1740
H -20.1020 -9.2120 -11.6540
H -19.1790 -8.2520 -11.0490
*
```

Values from the calculation:
SMILES: OCCO.OCCO.OCCO.OCCO.OCCO.OCCO.OCCO.OCCO.O.O
Frontier orbital gap (eV): 9.17
HOMO level (Ha): -0.33456

***

How far above the most stable structure does each one sit? In kcal/mol: w 0.0; x 28.4.